Arrangement i

Entry from OMol25: a 2-piece molecular cluster, C5H14 overall (ωB97M-V/def2-TZVPD).

```
19
Properties=species:S:1:pos:R:3:nbo_charge:R:1
C -1.16452 2.19506 1.57055 -0.61
C -1.99032 2.18347 0.29460 -0.61
H -0.10818 2.13887 1.30965 0.20
H -1.23361 3.11049 2.15937 0.21
H -1.36433 1.33480 2.21584 0.20
H -1.65881 3.01897 -0.33757 0.20
H -3.05811 2.29219 0.44150 0.21
H -1.74491 1.32642 -0.33281 0.20
C 0.59811 -1.31007 -0.90254 -0.41
C 1.29953 -2.56446 -1.37102 -0.61
C 1.29390 -0.63414 0.29897 -0.62
H 0.49788 -0.53499 -1.66268 0.20
H -0.44286 -1.49925 -0.61766 0.20
H 2.02793 -2.36021 -2.15316 0.21
H 1.89299 -1.30380 0.91009 0.21
H 0.64099 -3.35906 -1.71504 0.21
H 1.94545 -2.99172 -0.59636 0.20
H 1.91966 0.17502 -0.08893 0.20
H 0.67635 0.09436 0.83593 0.22
```

- multiplicity = 1
- E_LUMO (eV) = 1.15
- SMILES = CCC.CC
- HOMO energy (eV) = -10.93

***

Arrangement ii

Entry from OMol25: a 2-piece molecular cluster, C5H14 overall (ωB97M-V/def2-TZVPD).

```
19
Properties=species:S:1:pos:R:3:nbo_charge:R:1
C 0.20106 1.16518 2.16599 -0.40
C -0.70657 2.07884 1.34271 -0.60
C 0.88559 0.11533 1.33529 -0.61
H 0.85757 1.65945 2.87712 0.20
H -0.44194 0.67733 2.91712 0.19
H -0.17331 2.68521 0.61860 0.20
H -1.33916 2.71911 1.94852 0.21
H 0.23470 -0.59453 0.84275 0.21
H 1.55042 0.51887 0.57126 0.20
H -1.35570 1.40950 0.76850 0.20
H 1.61519 -0.46230 1.91094 0.21
C 0.08333 -2.11122 -1.88499 -0.61
C -0.38112 -0.75737 -2.43821 -0.62
H -0.72755 -2.58962 -1.34097 0.20
H 0.45609 -2.79812 -2.63969 0.20
H 0.90050 -2.16274 -1.14668 0.20
H -0.97965 -1.06505 -3.28587 0.20
H 0.44195 -0.14795 -2.79596 0.21
H -1.12140 -0.33991 -1.76643 0.21
```

- multiplicity = 1
- E_LUMO (eV) = 1.14
- SMILES = CCC.CC
- HOMO energy (eV) = -11.14

***

Most stable structure - arrangement ii; separation to the second - 8.3 kJ/mol.

***

Arrangement i

Entry from OMol25: a 2-piece molecular cluster, C5H14 overall (ωB97M-V/def2-TZVPD).

```
19
Properties=species:S:1:pos:R:3:nbo_charge:R:1
C -0.49351 1.59325 -2.01532 -0.61
C -0.33293 0.18691 -2.60785 -0.60
H -1.56672 1.77010 -2.00717 0.20
H 0.01267 1.75784 -1.07647 0.21
H -0.10820 2.28808 -2.75918 0.20
H -0.81219 -0.56909 -1.97080 0.20
H -0.78704 0.12200 -3.57378 0.20
H 0.69865 -0.17561 -2.60425 0.20
C 0.66368 -0.70818 2.18841 -0.39
C 0.43327 -1.81723 1.16036 -0.60
C -0.16192 0.56480 1.84953 -0.61
H 0.66695 -1.09205 3.20960 0.20
H 1.70336 -0.35797 2.13973 0.19
H -0.62155 -2.07066 1.25352 0.20
H 1.11074 -2.63721 1.36606 0.21
H 0.55030 1.21730 1.35534 0.21
H -0.95093 0.33376 1.19549 0.20
H 0.61111 -1.41889 0.16432 0.20
H -0.61574 1.01284 2.73247 0.21
```

- multiplicity = 1
- E_LUMO (eV) = 1.14
- SMILES = CCC.CC
- HOMO energy (eV) = -11.17

***

Arrangement ii

Entry from OMol25: a 2-piece molecular cluster, C5H14 overall (ωB97M-V/def2-TZVPD).

```
19
Properties=species:S:1:pos:R:3:nbo_charge:R:1
C -1.20459 -1.35045 -0.99527 -0.42
C -0.44338 -2.48723 -1.59252 -0.61
C -1.18651 -0.02822 -1.74176 -0.62
H -2.23605 -1.64558 -0.72188 0.20
H -0.96926 -1.17769 0.06870 0.20
H -0.48980 -3.32984 -0.89328 0.21
H 0.63433 -2.30792 -1.63582 0.20
H -0.39127 -0.03440 -2.47446 0.21
H -2.10407 0.23827 -2.28546 0.21
H -0.85703 -2.84581 -2.53387 0.21
H -1.14156 0.81311 -1.04796 0.21
C 0.90417 1.80557 1.36522 -0.63
C 1.73288 1.77131 2.61086 -0.62
H -0.03504 1.26746 1.53592 0.20
H 0.68343 2.80506 0.98544 0.21
H 1.19504 1.35755 0.40535 0.21
H 1.65496 2.69546 3.16973 0.21
H 2.78324 1.48236 2.46966 0.21
H 1.47055 0.97098 3.31139 0.21
```

- multiplicity = 1
- E_LUMO (eV) = 1.09
- SMILES = CCC.CC
- HOMO energy (eV) = -10.75

***

Most stable structure - arrangement i; separation to the second - 28.8 kJ/mol.

***

Arrangement i

Entry from OMol25: a 2-piece molecular cluster, C5H14 overall (ωB97M-V/def2-TZVPD).

```
19
Properties=species:S:1:pos:R:3:nbo_charge:R:1
C 0.52740 1.16661 -3.37165 -0.61
C -0.01139 -0.08516 -2.56432 -0.61
H -0.31667 1.55480 -3.93111 0.20
H 0.98343 1.92045 -2.73430 0.20
H 1.33244 0.80457 -4.01084 0.20
H 0.71236 -0.86747 -2.39014 0.21
H -0.92925 -0.40421 -3.04236 0.20
H -0.40788 0.42596 -1.68853 0.20
C 0.04078 0.17137 2.11330 -0.40
C -0.93568 -0.47455 1.09780 -0.61
C 0.37931 -0.81108 3.23536 -0.61
H 0.95626 0.59392 1.68459 0.20
H -0.37375 1.10113 2.50752 0.19
H -0.75259 -0.03366 0.12769 0.21
H -1.95359 -0.20544 1.37809 0.21
H -0.42306 -1.48696 3.53232 0.20
H 1.15932 -1.47579 2.84258 0.20
H -0.77365 -1.54771 1.07917 0.20
H 0.78621 -0.34679 4.13484 0.21
```

- multiplicity = 1
- E_LUMO (eV) = 1.10
- SMILES = CCC.CC
- HOMO energy (eV) = -11.04

***

Arrangement ii

Entry from OMol25: a 2-piece molecular cluster, C5H14 overall (ωB97M-V/def2-TZVPD).

```
19
Properties=species:S:1:pos:R:3:nbo_charge:R:1
C -0.35850 -0.69134 -1.68422 -0.40
C -1.18903 0.51172 -2.13723 -0.62
C -1.21558 -1.79091 -1.04830 -0.60
H 0.20979 -1.14698 -2.49601 0.20
H 0.36875 -0.38394 -0.93575 0.20
H -2.25659 0.30010 -2.07225 0.20
H -0.99154 0.82588 -3.16178 0.21
H -1.55974 -1.47096 -0.05900 0.20
H -2.10796 -2.02545 -1.62991 0.20
H -1.00823 1.37351 -1.49177 0.21
H -0.65493 -2.71150 -0.88098 0.21
C 1.69785 0.90981 1.53906 -0.61
C 0.99818 0.92772 2.88402 -0.61
H 1.02936 0.54502 0.76068 0.20
H 2.11129 1.86572 1.21832 0.20
H 2.55574 0.23130 1.51563 0.20
H 0.02504 1.41742 2.82500 0.20
H 0.75828 -0.09171 3.19130 0.20
H 1.58783 1.40460 3.66317 0.20
```

- multiplicity = 1
- E_LUMO (eV) = 1.08
- SMILES = CCC.CC
- HOMO energy (eV) = -11.33

***

Arrangement iii

Entry from OMol25: a 2-piece molecular cluster, C5H14 overall (ωB97M-V/def2-TZVPD).

```
19
Properties=species:S:1:pos:R:3:nbo_charge:R:1
C 3.47846 -0.48104 0.59131 -0.60
C 2.46046 0.43775 -0.10592 -0.60
H 2.94554 -1.25688 1.04376 0.20
H 4.18869 -0.90642 -0.01156 0.20
H 4.22862 -0.06065 1.37948 0.20
H 2.89339 1.28272 -0.66598 0.20
H 1.91628 0.82744 0.62825 0.20
H 1.90256 -0.13756 -0.90388 0.20
C -1.72306 0.37033 -0.11438 -0.39
C -3.10867 0.98934 -0.41811 -0.61
C -1.72528 -1.17529 0.05314 -0.62
H -1.09332 0.53244 -1.00513 0.20
H -1.15503 0.77065 0.78519 0.20
H -3.94766 0.71948 0.25759 0.20
H -3.44561 0.82567 -1.38115 0.20
H -0.92143 -1.49071 -0.50796 0.20
H -1.45669 -1.62103 0.98864 0.20
H -2.82467 2.00762 -0.31188 0.21
H -2.61259 -1.63387 -0.30142 0.20
```

- multiplicity = 1
- E_LUMO (eV) = 1.10
- SMILES = CCC.CC
- HOMO energy (eV) = -10.99

***

Most stable structure - arrangement ii; separation to the second - 42.7 kJ/mol.

***

Arrangement i

Entry from OMol25: a 2-piece molecular cluster, C5H14 overall (ωB97M-V/def2-TZVPD).

```
19
Properties=species:S:1:pos:R:3:nbo_charge:R:1
C 1.73341 0.62199 0.64794 -0.42
C 0.90341 1.66457 -0.11842 -0.62
C 1.04340 0.01231 1.85692 -0.62
H 2.02836 -0.17169 -0.03612 0.20
H 2.65984 1.10574 0.95906 0.20
H -0.12147 1.60390 0.24572 0.20
H 0.13255 0.49749 2.22724 0.21
H 0.75973 -1.02907 1.71545 0.21
H 1.69807 0.10812 2.72718 0.21
H 1.21207 2.71358 -0.07765 0.21
H 0.85984 1.57998 -1.21072 0.21
C -1.30479 -1.49681 -1.65896 -0.61
C -2.17000 -0.75269 -0.64600 -0.61
H -0.64714 -2.20068 -1.15552 0.20
H -1.92525 -2.10349 -2.32513 0.20
H -0.77252 -0.84005 -2.34260 0.21
H -2.49159 -1.36527 0.18871 0.21
H -3.01927 -0.30143 -1.17097 0.20
H -1.69595 0.15792 -0.27610 0.20
```

- multiplicity = 1
- E_LUMO (eV) = 1.18
- SMILES = CCC.CC
- HOMO energy (eV) = -11.17

***

Arrangement ii

Entry from OMol25: a 2-piece molecular cluster, C5H14 overall (ωB97M-V/def2-TZVPD).

```
19
Properties=species:S:1:pos:R:3:nbo_charge:R:1
C 2.18679 -0.94130 -0.01316 -0.41
C 2.83852 0.25026 -0.69821 -0.60
C 1.07407 -0.44678 0.87703 -0.60
H 1.87101 -1.74759 -0.68572 0.20
H 2.96769 -1.24784 0.64779 0.20
H 3.65090 0.61495 -0.11111 0.20
H 1.29798 0.50430 1.27084 0.20
H 0.17263 -0.17615 0.24322 0.19
H 2.17800 1.09349 -1.03380 0.20
H 3.14844 0.07083 -1.62313 0.21
H 0.83650 -1.12558 1.70157 0.21
C -2.86717 1.22415 0.19379 -0.61
C -2.99659 -0.18525 -0.34108 -0.61
H -2.79364 1.17429 1.26510 0.21
H -1.92759 1.59231 -0.03424 0.21
H -3.74963 1.81250 -0.16418 0.21
H -2.17663 -0.78862 -0.25093 0.20
H -3.79241 -0.88396 0.10047 0.20
H -3.09702 -0.29941 -1.43610 0.20
```

- multiplicity = 1
- E_LUMO (eV) = 1.10
- SMILES = CCC.CC
- HOMO energy (eV) = -11.29

***

Most stable structure - arrangement i; separation to the second - 71.8 kJ/mol.

***

Arrangement i

Entry from OMol25: a 2-piece molecular cluster, C5H14 overall (ωB97M-V/def2-TZVPD).

```
19
Properties=species:S:1:pos:R:3:nbo_charge:R:1
C 0.60841 -1.42627 2.21577 -0.41
C 1.98232 -1.92165 1.72800 -0.61
C -0.29533 -1.10142 1.02126 -0.62
H 0.10439 -2.18725 2.79735 0.20
H 0.72310 -0.54453 2.84008 0.20
H 2.24758 -1.48361 0.76901 0.20
H 0.22759 -0.89177 0.08136 0.20
H -1.07295 -1.81578 0.77533 0.21
H 1.91212 -2.96153 1.38733 0.20
H 2.77557 -1.81766 2.46038 0.21
H -0.83112 -0.14460 1.11875 0.21
C -1.77332 2.11812 -1.91292 -0.61
C -0.31262 1.97937 -2.32698 -0.61
H -2.12526 1.28754 -1.30301 0.21
H -1.93188 3.10649 -1.48117 0.20
H -2.47494 2.09117 -2.75513 0.20
H 0.35086 1.71675 -1.50547 0.20
H 0.08173 2.83881 -2.86879 0.20
H -0.19628 1.15783 -3.04114 0.20
```

- multiplicity = 1
- E_LUMO (eV) = 1.11
- SMILES = CCC.CC
- HOMO energy (eV) = -11.28

***

Arrangement ii

Entry from OMol25: a 2-piece molecular cluster, C5H14 overall (ωB97M-V/def2-TZVPD).

```
19
Properties=species:S:1:pos:R:3:nbo_charge:R:1
C 0.60550 -0.47445 -1.71130 -0.39
C 1.10295 -0.90523 -0.34355 -0.62
C 0.13045 -1.69714 -2.59708 -0.61
H 1.43283 -0.00049 -2.25332 0.19
H -0.29092 0.14321 -1.69427 0.20
H 1.58022 -1.87659 -0.34218 0.21
H 1.62945 -0.08610 0.12243 0.22
H 0.68708 -2.60161 -2.32649 0.20
H 0.17649 -1.60302 -3.66731 0.21
H 0.21146 -1.15124 0.25759 0.20
H -0.94218 -1.73916 -2.46754 0.20
C -0.61029 1.77119 1.44772 -0.63
C -0.97216 1.19507 2.78600 -0.63
H -0.94438 1.23446 0.56776 0.22
H -1.22048 2.71098 1.35439 0.20
H 0.33668 2.29373 1.31264 0.21
H -1.86855 0.58939 2.72465 0.21
H -0.18700 0.47361 3.09914 0.20
H -0.85716 1.72338 3.73073 0.22
```

- multiplicity = 1
- E_LUMO (eV) = 1.13
- SMILES = CCC.CC
- HOMO energy (eV) = -10.82

***

Arrangement iii

Entry from OMol25: a 2-piece molecular cluster, C5H14 overall (ωB97M-V/def2-TZVPD).

```
19
Properties=species:S:1:pos:R:3:nbo_charge:R:1
C -1.07439 -0.45646 0.93754 -0.40
C -0.29002 -1.19746 2.00851 -0.60
C -2.56431 -0.41971 1.23390 -0.61
H -0.61909 0.51691 0.74092 0.20
H -0.94415 -0.98197 -0.00951 0.20
H -0.71459 -2.18675 2.21481 0.20
H -2.88821 -1.45417 1.35741 0.20
H -2.87845 0.17894 2.09490 0.20
H -0.27221 -0.75375 3.00486 0.20
H 0.73426 -1.31653 1.65096 0.21
H -3.22911 -0.00505 0.46674 0.21
C 1.33312 0.47428 -1.79574 -0.61
C 2.38595 1.49400 -2.18960 -0.61
H 0.43335 0.91031 -1.35650 0.20
H 0.97704 -0.13065 -2.62887 0.20
H 1.69511 -0.15703 -0.98088 0.20
H 2.03549 2.16855 -2.96835 0.20
H 2.51111 2.22843 -1.38145 0.20
H 3.36910 1.08812 -2.39965 0.21
```

- multiplicity = 1
- E_LUMO (eV) = 1.10
- SMILES = CCC.CC
- HOMO energy (eV) = -11.37

***

Most stable structure - arrangement iii; separation to the second - 16.7 kJ/mol.